{"formula": "C44H43As2Cl3LaNO8P2", "method": "ωB97M-V/def2-TZVPD", "e_lumo_ev": -6.71, "e_above_lowest_kcal_mol": 18.5, "multiplicity": 1, "total_charge": 2, "species": ["La", "O", "C", "O", "C", "C", "C", "C", "C", "N", "C", "O", "O", "H", "H", "H", "H", "H", "C", "As", "C", "C", "C", "C", "C", "C", "C", "As", "C", "C", "H", "H", "H", "H", "H", "H", "H", "H", "H", "H", "H", "H", "H", "H", "H", "H", "O", "P", "C", "P", "O", "C", "C", "C", "C", "C", "C", "C", "C", "C", "C", "C", "C", "C", "C", "C", "C", "C", "C", "C", "C", "C", "C", "C", "C", "H", "H", "H", "H", "H", "H", "H", "H", "H", "H", "H", "H", "H", "H", "H", "H", "H", "H", "H", "H", "H", "H", "Cl", "C", "Cl", "Cl", "C", "O", "O"], "xyz": [[0.216, -2.000, 1.382], [1.266, -5.593, 4.449], [1.174, -4.560, 3.631], [0.222, -4.368, 2.826], [2.398, -3.727, 3.545], [3.548, -3.992, 4.285], [4.691, -3.207, 4.090], [4.629, -2.115, 3.228], [3.384, -1.858, 2.662], [2.352, -2.692, 2.663], [3.088, -0.598, 1.875], [3.996, 0.400, 1.924], [2.026, -0.451, 1.283], [0.360, -5.978, 4.585], [3.653, -4.836, 4.989], [5.546, -3.364, 4.727], [5.405, -1.380, 3.180], [4.308, 0.531, 2.875], [2.520, 4.980, 1.455], [1.079, 4.279, 2.666], [1.511, 5.530, 4.176], [-0.516, 5.329, 2.083], [-0.295, 6.656, 1.764], [-1.364, 7.550, 1.737], [-2.635, 7.159, 2.092], [-2.876, 5.825, 2.435], [-1.827, 4.893, 2.380], [-2.261, 3.005, 2.883], [-2.949, 3.269, 4.708], [-4.050, 2.797, 2.081], [2.143, 5.122, 0.409], [3.352, 4.265, 1.480], [2.854, 5.947, 1.832], [1.840, 4.948, 5.047], [0.642, 6.145, 4.497], [2.377, 6.113, 3.769], [0.725, 6.939, 1.441], [-1.287, 8.556, 1.257], [-3.425, 7.914, 2.159], [-3.836, 5.438, 2.834], [-2.209, 3.856, 5.279], [-3.119, 2.319, 5.181], [-3.836, 3.874, 4.668], [-4.728, 3.585, 2.445], [-4.416, 1.859, 2.467], [-3.926, 2.857, 1.004], [-0.461, -0.458, -0.442], [-0.580, -0.158, -1.950], [0.335, -1.264, -3.044], [1.008, -2.820, -2.388], [1.312, -2.769, -0.893], [-0.168, -4.043, -2.792], [-0.903, -4.672, -1.797], [-1.697, -5.756, -2.093], [-1.863, -6.153, -3.461], [-1.123, -5.535, -4.431], [-0.326, -4.416, -4.107], [2.425, -3.274, -3.397], [2.541, -2.779, -4.701], [3.349, -3.364, -5.600], [4.260, -4.354, -5.175], [4.288, -4.710, -3.795], [3.368, -4.207, -2.918], [0.033, 1.442, -2.378], [1.382, 1.709, -2.153], [1.862, 2.968, -2.446], [1.015, 3.862, -3.076], [-0.358, 3.736, -2.981], [-0.867, 2.480, -2.730], [-2.234, -0.267, -2.508], [-3.261, -0.448, -1.578], [-4.587, -0.492, -2.043], [-4.838, -0.469, -3.394], [-3.803, -0.273, -4.306], [-2.508, -0.054, -3.860], [1.252, -0.658, -3.414], [-0.227, -1.408, -3.974], [-0.697, -4.339, -0.759], [-2.350, -6.208, -1.283], [-2.584, -6.980, -3.627], [-1.203, -5.864, -5.488], [0.213, -3.939, -4.958], [2.011, -1.872, -5.060], [3.323, -2.991, -6.638], [4.888, -4.803, -5.922], [4.903, -5.536, -3.457], [3.277, -4.465, -1.875], [1.992, 0.904, -1.706], [2.892, 3.259, -2.190], [1.462, 4.686, -3.643], [-1.062, 4.504, -3.216], [-1.960, 2.357, -2.687], [-3.058, -0.598, -0.522], [-5.417, -0.392, -1.380], [-5.844, -0.645, -3.788], [-4.095, -0.261, -5.347], [-1.762, 0.352, -4.562], [-2.646, -1.922, 1.984], [-2.675, -1.678, 3.868], [-4.136, -0.769, 4.263], [-2.645, -3.312, 4.556], [-1.371, -0.937, 4.220], [-1.434, -0.165, 5.199], [-0.401, -0.998, 3.418]], "lowdin_charge": [2.068, 0.180, -0.404, -0.039, -0.137, 0.067, 0.033, 0.062, -0.167, 0.064, -0.372, 0.145, -0.052, 0.185, 0.152, 0.133, 0.129, 0.179, -0.354, 1.094, -0.318, -0.469, -0.144, -0.092, -0.089, -0.113, -0.437, 1.092, -0.315, -0.341, 0.024, -0.001, 0.001, 0.004, 0.037, 0.017, 0.099, 0.122, 0.112, 0.090, 0.033, -0.004, 0.011, 0.019, -0.016, 0.011, -0.515, 0.767, -0.284, 0.754, -0.489, -0.320, -0.093, -0.053, -0.054, -0.060, -0.060, -0.276, -0.131, -0.077, -0.012, -0.054, -0.065, -0.291, -0.085, -0.065, -0.057, -0.051, -0.051, -0.325, -0.044, -0.051, -0.059, -0.053, -0.091, 0.102, 0.079, 0.088, 0.133, 0.127, 0.129, 0.123, 0.119, 0.129, 0.108, 0.113, 0.106, 0.120, 0.125, 0.126, 0.114, 0.124, 0.065, 0.109, 0.125, 0.115, 0.128, 0.503, -1.353, 0.688, 0.653, -0.803, 0.033, -0.281]}

***

{"formula": "C44H44AsBrCeF6N6O3S", "method": "ωB97M-V/def2-TZVPD", "e_lumo_ev": [-2.59, -2.73], "e_above_lowest_kcal_mol": 69.9, "multiplicity": 1, "species": ["Ce", "N", "C", "S", "N", "N", "C", "C", "C", "C", "C", "C", "C", "C", "C", "C", "C", "C", "N", "H", "H", "H", "H", "H", "H", "H", "H", "H", "H", "H", "C", "O", "C", "C", "C", "C", "C", "C", "N", "N", "C", "C", "O", "C", "C", "C", "C", "C", "C", "C", "C", "H", "H", "H", "H", "H", "H", "H", "H", "H", "H", "H", "H", "H", "C", "C", "C", "C", "C", "C", "C", "Br", "C", "O", "C", "C", "C", "C", "C", "C", "H", "H", "H", "H", "H", "H", "H", "H", "H", "H", "H", "H", "H", "H", "H", "H", "H", "H", "H", "H", "F", "As", "F", "F", "F", "F", "F"], "xyz": [[-1.861, -0.782, 0.027], [-3.375, -5.274, -0.219], [-2.670, -4.115, -0.341], [-1.797, -3.632, 1.052], [-2.900, -3.497, -1.508], [-2.103, -2.490, -1.887], [-1.229, -2.639, -2.860], [-1.354, -3.860, -3.726], [-2.661, -4.332, -3.955], [-2.889, -5.629, -4.519], [-1.848, -6.395, -5.025], [-0.577, -5.858, -4.925], [-0.315, -4.658, -4.227], [-0.042, -1.769, -2.916], [0.718, -1.621, -4.105], [1.937, -1.014, -4.009], [2.408, -0.558, -2.723], [1.493, -0.557, -1.698], [0.259, -1.076, -1.835], [-3.203, -5.729, 0.686], [-3.522, -5.758, -1.081], [-3.499, -3.702, -3.609], [-3.870, -6.056, -4.460], [-2.032, -7.319, -5.489], [0.247, -6.445, -5.342], [0.759, -4.263, -4.154], [0.308, -1.877, -5.058], [2.544, -0.934, -4.892], [3.399, -0.109, -2.599], [1.670, -0.141, -0.681], [2.400, -5.198, 0.487], [2.451, -3.886, 1.010], [3.380, -3.649, 2.044], [4.569, -4.315, 2.227], [5.528, -3.942, 3.184], [5.307, -2.900, 4.045], [4.166, -2.084, 3.793], [3.170, -2.471, 2.865], [1.922, -1.781, 2.807], [1.916, -0.809, 3.623], [0.667, -0.354, 3.875], [-0.487, -0.646, 3.105], [-0.392, -0.798, 1.791], [-1.734, -0.766, 3.799], [-1.895, -0.385, 5.092], [-0.860, 0.299, 5.763], [-1.068, 0.916, 7.041], [-0.093, 1.689, 7.538], [1.195, 1.798, 6.985], [1.480, 0.993, 5.879], [0.499, 0.313, 5.218], [2.517, -5.118, -0.611], [1.460, -5.756, 0.710], [3.133, -5.923, 0.877], [4.772, -5.223, 1.650], [6.416, -4.569, 3.258], [5.974, -2.793, 4.878], [3.872, -1.208, 4.389], [-2.625, -1.155, 3.267], [-2.858, -0.543, 5.536], [-2.087, 0.838, 7.439], [-0.323, 2.213, 8.495], [1.937, 2.399, 7.457], [2.494, 1.014, 5.428], [0.054, 5.156, -5.139], [0.623, 5.389, -3.724], [0.207, 6.805, -3.330], [2.151, 5.286, -3.832], [0.058, 4.357, -2.697], [-0.685, 3.267, -3.161], [-1.270, 2.428, -2.227], [-2.456, 1.098, -2.862], [-0.899, 2.481, -0.848], [-1.334, 1.493, -0.085], [-0.247, 3.684, -0.351], [0.199, 4.582, -1.336], [0.039, 3.912, 1.138], [0.144, 5.446, 1.421], [-1.021, 3.435, 2.115], [1.363, 3.169, 1.438], [0.359, 5.928, -5.884], [-1.021, 5.154, -5.108], [0.306, 4.195, -5.626], [0.554, 7.522, -4.131], [0.628, 7.182, -2.422], [-0.868, 6.883, -3.177], [2.439, 6.150, -4.450], [2.595, 4.406, -4.302], [2.712, 5.343, -2.882], [-0.879, 3.094, -4.229], [0.924, 5.354, -1.006], [-0.760, 5.954, 1.049], [0.994, 5.887, 0.881], [0.197, 5.768, 2.477], [-1.901, 4.094, 2.141], [-0.661, 3.500, 3.142], [-1.327, 2.410, 1.992], [2.173, 3.672, 0.930], [1.277, 2.059, 1.119], [1.609, 3.156, 2.487], [-4.000, -0.899, -0.930], [-5.378, -0.483, 0.227], [-4.023, -0.329, 1.356], [-5.151, 1.172, -0.216], [-6.657, -0.168, 1.391], [-6.543, -0.820, -0.998], [-5.318, -2.280, 0.785]], "lowdin_charge": [1.179, 0.081, -0.851, 0.717, -0.035, -0.073, -0.119, -0.161, -0.018, -0.056, -0.087, -0.086, -0.030, -0.225, -0.011, -0.023, -0.009, -0.084, 0.073, 0.089, 0.091, 0.119, 0.096, 0.091, 0.105, 0.130, 0.123, 0.109, 0.116, 0.139, -0.101, -0.093, -0.182, -0.044, -0.102, -0.085, -0.007, -0.153, 0.112, 0.060, -0.130, -0.299, -0.268, -0.002, -0.027, -0.147, -0.049, -0.121, -0.060, -0.055, -0.081, 0.095, 0.094, 0.072, 0.102, 0.105, 0.093, 0.096, 0.113, 0.116, 0.119, 0.115, 0.092, 0.118, -0.084, -0.540, -0.061, -0.055, -0.163, -0.087, -0.540, 0.930, -0.323, -0.288, -0.066, 0.010, -0.515, -0.058, -0.052, -0.025, 0.096, 0.075, 0.084, 0.102, 0.065, 0.092, 0.082, 0.080, 0.084, 0.096, 0.119, 0.092, 0.066, 0.091, 0.096, 0.086, 0.061, 0.073, 0.111, 0.071, -0.389, 0.921, -0.290, -0.204, -0.226, -0.206, -0.287]}

***

{"formula": "C44H44AsClF2N4O4Ti", "method": "ωB97M-V/def2-TZVPD", "e_lumo_ev": [0.11, 0.11], "e_above_lowest_kcal_mol": 23.3, "multiplicity": 3, "species": ["Ti", "C", "C", "N", "C", "C", "N", "C", "C", "N", "H", "H", "H", "H", "H", "H", "H", "H", "H", "H", "H", "H", "H", "H", "H", "F", "C", "C", "C", "C", "C", "F", "C", "C", "C", "C", "C", "C", "N", "H", "H", "H", "H", "H", "H", "O", "As", "C", "C", "C", "C", "C", "C", "C", "C", "C", "C", "C", "C", "C", "C", "C", "C", "C", "C", "H", "H", "H", "H", "H", "H", "H", "H", "H", "H", "H", "H", "H", "H", "H", "C", "C", "C", "C", "Cl", "C", "C", "C", "O", "C", "C", "O", "O", "H", "H", "H", "H", "H", "H", "H", "H"], "xyz": [[-0.691, 0.073, 0.155], [2.813, 0.222, -0.836], [2.494, -1.194, -1.324], [1.096, -1.508, -1.055], [0.892, -2.817, -0.453], [1.306, -2.777, 1.026], [0.770, -1.582, 1.679], [1.722, -0.819, 2.481], [2.776, -0.143, 1.600], [2.161, 0.488, 0.437], [2.402, 0.921, -1.557], [3.902, 0.370, -0.799], [3.131, -1.920, -0.814], [2.737, -1.265, -2.389], [0.527, -1.403, -1.884], [1.462, -3.609, -0.960], [-0.165, -3.059, -0.539], [2.397, -2.773, 1.093], [0.964, -3.694, 1.516], [-0.002, -1.841, 2.275], [2.235, -1.440, 3.230], [1.151, -0.051, 3.004], [3.498, -0.889, 1.259], [3.331, 0.574, 2.212], [2.102, 1.487, 0.568], [0.405, 4.672, 3.035], [-0.387, 3.584, 2.832], [0.026, 2.609, 1.945], [-0.742, 1.475, 1.688], [-1.939, 1.322, 2.454], [-2.348, 2.371, 3.281], [-3.532, 2.322, 3.935], [-1.598, 3.511, 3.483], [-2.558, 0.014, 2.363], [-3.624, -0.444, 3.136], [-4.042, -1.760, 3.073], [-3.349, -2.637, 2.210], [-2.313, -2.149, 1.469], [-1.881, -0.852, 1.503], [0.994, 2.752, 1.480], [-1.947, 4.305, 4.129], [-4.117, 0.238, 3.810], [-4.867, -2.112, 3.677], [-3.623, -3.681, 2.136], [-1.767, -2.809, 0.805], [-0.130, 1.382, -1.267], [-0.035, 3.046, -1.326], [-1.370, 4.105, -0.425], [-1.127, 5.444, -0.136], [-2.131, 6.212, 0.428], [-3.371, 5.649, 0.697], [-3.610, 4.316, 0.392], [-2.614, 3.538, -0.175], [1.775, 3.746, -1.098], [2.262, 4.418, 0.022], [3.607, 4.736, 0.109], [4.481, 4.389, -0.913], [3.996, 3.745, -2.043], [2.654, 3.424, -2.135], [-0.327, 3.532, -3.183], [-0.825, 2.608, -4.089], [-1.039, 2.981, -5.409], [-0.761, 4.277, -5.817], [-0.277, 5.208, -4.905], [-0.060, 4.837, -3.590], [-0.157, 5.882, -0.346], [-1.944, 7.252, 0.662], [-4.149, 6.250, 1.149], [-4.575, 3.875, 0.604], [-2.794, 2.496, -0.408], [1.592, 4.715, 0.819], [3.976, 5.260, 0.981], [5.534, 4.627, -0.832], [4.669, 3.494, -2.853], [2.268, 2.937, -3.023], [-1.039, 1.600, -3.752], [-1.421, 2.260, -6.119], [-0.922, 4.566, -6.847], [-0.066, 6.221, -5.223], [0.325, 5.553, -2.873], [-5.278, -3.631, -4.363], [-6.158, -2.506, -3.896], [-7.483, -2.412, -4.297], [-8.288, -1.381, -3.837], [-9.948, -1.299, -4.339], [-7.783, -0.416, -2.985], [-6.458, -0.496, -2.589], [-5.651, -1.537, -3.027], [-4.327, -1.627, -2.694], [-4.003, -1.517, -1.312], [-2.679, -0.777, -1.127], [-2.692, 0.388, -0.653], [-1.601, -1.380, -1.349], [-5.786, -4.241, -5.108], [-4.999, -4.270, -3.523], [-4.352, -3.245, -4.790], [-7.899, -3.149, -4.972], [-8.411, 0.394, -2.643], [-6.047, 0.267, -1.940], [-3.886, -2.519, -0.894], [-4.771, -0.988, -0.750]], "lowdin_charge": [1.016, -0.206, -0.179, -0.096, -0.200, -0.180, -0.084, -0.192, -0.184, -0.067, 0.078, 0.121, 0.106, 0.121, 0.100, 0.119, 0.091, 0.102, 0.121, 0.094, 0.118, 0.110, 0.105, 0.121, 0.068, 0.034, -0.281, -0.102, -0.164, -0.135, -0.215, 0.053, 0.052, -0.212, -0.026, -0.099, -0.093, -0.175, -0.103, 0.065, 0.130, 0.101, 0.089, 0.097, 0.098, -0.503, 1.293, -0.286, -0.101, -0.074, -0.070, -0.054, -0.066, -0.286, -0.100, -0.064, -0.067, -0.069, -0.115, -0.297, -0.076, -0.073, -0.079, -0.076, -0.098, 0.097, 0.107, 0.106, 0.115, 0.088, 0.088, 0.111, 0.107, 0.110, 0.111, 0.107, 0.107, 0.105, 0.106, 0.103, -0.028, -0.193, -0.068, -0.675, 0.650, -0.105, -0.001, -0.241, -0.026, -0.066, -0.597, -0.067, -0.049, 0.077, 0.088, 0.085, 0.110, 0.105, 0.122, 0.132, 0.125]}

***

Q: Look up the multiplicity of the first one.
A: 1

***

Q: Number 1 is which compound?
A: C44H43As2Cl3LaNO8P2